Density functional theory data (ωB97M-V with the def2-TZVPD basis set) for a 18-piece molecular cluster, C108H155N28O31P5 overall.

The HOMO energy comes out at -7.6 eV. For the maximum force, the calculation gives 5.866 eV/A.

Each line ends with the Löwdin charge.
CARTESIAN COORDINATES (ANGSTROEM)
C  -5.17914  3.03165  -4.83405  -0.05
C  -5.03496  2.13023  -3.73949  -0.04
C  -6.08204  2.06572  -2.85709  -0.01
C  -7.09520  3.01354  -2.83103  -0.14
C  -7.18921  3.99244  -3.87987  0.03
C  -6.24097  3.89811  -4.87718  -0.09
N  -7.93518  3.01380  -1.66821  -0.31
O  -7.56692  2.82220  -0.53289  0.08
O  -9.17660  3.24582  -1.92394  0.04
H  -4.43611  2.89883  -5.60650  0.09
H  -4.24906  1.39345  -3.81640  0.09
H  -6.08312  1.27856  -2.11765  0.09
H  -8.00657  4.63391  -4.17455  0.12
H  -6.30715  4.43913  -5.80955  0.11
C  0.42153  6.72215  0.84587  -0.05
C  -0.81526  6.12885  0.97223  -0.06
C  -1.56442  5.93323  -0.19795  0.00
C  -1.07939  6.29730  -1.42483  -0.15
C  0.19137  6.84992  -1.48379  -0.03
C  1.01182  7.06571  -0.40568  -0.05
N  -1.84884  6.10297  -2.64936  -0.31
O  -2.96317  5.53615  -2.68436  0.05
O  -1.43640  6.62156  -3.68523  0.04
H  0.94636  7.09125  1.71461  0.09
H  -1.28401  5.79754  1.88705  0.09
H  -2.56633  5.53495  -0.13499  0.11
H  0.59945  7.19669  -2.42167  0.12
H  1.98964  7.51932  -0.47291  0.11
C  -5.79502  -1.54484  -5.55316  -0.05
C  -6.71539  -2.54990  -5.84133  -0.06
C  -6.67973  -3.74229  -5.10106  0.01
C  -5.77183  -3.86604  -4.03769  -0.15
C  -4.86814  -2.84891  -3.73554  -0.03
C  -4.91429  -1.67945  -4.42493  -0.05
N  -5.74603  -5.01243  -3.12995  -0.33
O  -6.24379  -6.05629  -3.57353  0.06
O  -5.19753  -4.97052  -2.03447  0.06
H  -5.86086  -0.60678  -6.08430  0.10
H  -7.48715  -2.50363  -6.59543  0.11
H  -7.25245  -4.63161  -5.31896  0.12
H  -4.19444  -2.84802  -2.89143  0.11
H  -4.30513  -0.80492  -4.25025  0.09
C  5.78402  -2.36659  9.62424  -0.06
C  5.20511  -3.66690  9.52960  -0.05
C  5.00654  -4.11424  8.27686  -0.05
C  5.13616  -3.30987  7.13344  -0.06
C  5.74198  -2.00389  7.31864  -0.01
C  6.17274  -1.66059  8.53569  -0.11
N  4.52633  -3.81705  5.81990  -0.34
O  4.86555  -3.16675  4.82871  0.04
O  3.67404  -4.64085  5.80284  0.11
H  6.07629  -2.06839  10.62026  0.11
H  5.16960  -4.21291  10.46074  0.11
H  4.77052  -5.16039  8.14938  0.12
H  6.05353  -1.31264  6.54954  0.11
H  6.62036  -0.68827  8.67937  0.12
C  4.08910  7.54263  5.33699  -0.08
C  4.34424  6.29100  5.75132  -0.07
C  4.26196  5.15154  4.89413  0.03
C  3.90742  5.33945  3.56029  -0.13
C  3.70061  6.67109  3.11529  -0.02
C  3.76848  7.74106  3.98977  -0.05
N  3.91943  4.32498  2.50296  -0.26
O  3.03404  4.47414  1.65876  0.04
O  4.78148  3.38442  2.46711  0.04
H  4.14548  8.33276  6.07109  0.11
H  4.59045  6.09290  6.78405  0.11
H  4.53695  4.14935  5.18807  0.09
H  3.43885  6.87244  2.08702  0.09
H  3.72848  8.70932  3.51304  0.11
C  0.64655  -1.54214  5.45746  -0.06
C  0.93090  -1.31769  6.78725  -0.09
C  1.94433  -0.51007  7.22405  0.01
C  2.75256  0.09583  6.18256  -0.12
C  2.61604  -0.29559  4.82145  0.02
C  1.52060  -1.10880  4.47865  -0.07
N  3.65688  1.15991  6.57631  -0.37
O  3.64935  1.48118  7.73575  0.08
O  4.28073  1.81962  5.77537  0.05
H  -0.07272  -2.33792  5.33186  0.09
H  0.33767  -1.86528  7.50462  0.12
H  2.06689  -0.41569  8.29291  0.12
H  3.27907  0.11830  4.07614  0.10
H  1.43139  -1.12287  3.40243  0.10
C  1.48777  5.22066  -7.57505  -0.11
C  0.33210  5.51961  -6.90997  -0.03
C  -0.55847  4.40390  -6.53331  0.06
C  -0.10332  3.11432  -6.80849  -0.16
C  1.10918  2.84099  -7.36898  -0.01
C  1.82014  3.94453  -7.81619  -0.09
N  -0.84632  1.97545  -6.23503  -0.35
O  -0.39919  0.86345  -6.46333  0.06
O  -1.96589  2.08354  -5.80352  0.06
H  2.02648  6.14131  -7.74409  0.12
H  0.16741  6.58053  -6.79279  0.11
H  -1.50307  4.67919  -6.08795  0.11
H  1.46381  1.85181  -7.61829  0.12
H  2.71013  3.80258  -8.41130  0.11
C  3.28897  -1.03707  -5.32003  -0.04
C  3.74479  -1.09771  -3.93901  -0.04
C  4.93489  -0.47557  -3.65197  0.00
C  5.55480  0.41108  -4.52741  -0.20
C  4.93188  0.72881  -5.68999  0.01
C  3.90974  -0.15402  -6.18062  -0.05
N  6.73330  1.09527  -4.24976  -0.35
O  7.17830  1.96613  -4.94029  0.08
O  7.41588  0.67727  -3.29495  0.06
H  2.53678  -1.71409  -5.69719  0.10
H  3.25937  -1.82402  -3.30400  0.09
H  5.29243  -0.60019  -2.64051  0.12
H  5.30403  1.50220  -6.34557  0.12
H  3.50544  -0.17085  -7.18194  0.10
C  -3.98203  -0.94795  0.22842  -0.04
C  -4.41701  -2.25294  0.47211  -0.06
C  -5.76919  -2.45911  0.65447  -0.05
C  -6.73643  -1.51683  0.46444  -0.15
C  -6.28026  -0.23087  0.19817  -0.03
C  -4.94532  0.06143  0.03325  -0.07
N  -8.15452  -1.83603  0.70724  -0.36
O  -8.37302  -2.81376  1.39075  0.08
O  -8.91777  -1.14398  0.10897  0.12
H  -2.96035  -0.60006  0.26749  0.07
H  -3.86712  -3.18046  0.53309  0.11
H  -6.11908  -3.48075  0.63876  0.12
H  -6.92902  0.61640  0.03186  0.09
H  -4.56268  1.06770  -0.05268  0.11
C  0.89304  -4.18230  2.61811  -0.09
C  2.27302  -4.11000  2.64389  -0.06
C  3.05215  -4.28466  1.48244  -0.01
C  2.41823  -4.48330  0.29326  -0.15
C  1.01598  -4.54311  0.25076  0.02
C  0.22710  -4.27973  1.42583  -0.05
N  3.21692  -4.71579  -0.95243  -0.40
O  4.33491  -5.11063  -0.81379  0.10
O  2.68278  -4.51902  -1.95169  0.11
H  0.30672  -3.91533  3.48491  0.08
H  2.66909  -3.72604  3.57239  0.07
H  4.10887  -4.14065  1.65274  0.13
H  0.40235  -4.64671  -0.63193  0.10
H  -0.83882  -4.44240  1.36449  0.10
C  0.51452  3.45615  5.67589  -0.06
C  -0.17952  2.53545  6.47675  -0.04
C  -1.05118  3.04592  7.42536  -0.02
C  -1.38430  4.37839  7.48388  -0.13
C  -0.72738  5.25551  6.67160  -0.02
C  0.30855  4.80557  5.83428  -0.05
N  -2.54091  4.85251  8.38794  -0.34
O  -3.10084  4.00755  9.03713  0.07
O  -2.98479  5.96624  8.28692  0.07
H  1.21781  2.96506  5.01970  0.10
H  -0.05225  1.46854  6.36755  0.10
H  -1.59184  2.31466  8.00790  0.11
H  -0.96631  6.30835  6.70084  0.12
H  0.85481  5.56480  5.29433  0.10
C  3.18280  3.96027  -3.96011  -0.06
C  2.66517  4.18170  -2.69620  -0.08
C  3.38435  4.77765  -1.66451  0.00
C  4.73287  5.11227  -1.95963  -0.09
C  5.32420  4.83744  -3.20284  0.01
C  4.50465  4.26595  -4.14058  -0.09
N  5.63280  5.79254  -0.94149  -0.31
O  5.06424  6.36840  0.00983  0.03
O  6.83419  5.88207  -1.13410  0.08
H  2.47509  3.67187  -4.72324  0.10
H  1.61565  4.00032  -2.51730  0.10
H  2.82455  4.85982  -0.74458  0.09
H  6.31986  5.12904  -3.50290  0.13
H  4.85043  4.03900  -5.13824  0.11
C  6.08419  0.62293  2.59492  -0.08
C  6.44090  -0.46063  3.30437  -0.10
C  7.43914  -1.31376  2.84926  0.03
C  8.10984  -1.00038  1.61219  -0.14
C  7.83220  0.19285  0.91836  0.01
C  6.81731  0.96932  1.42859  -0.05
N  9.20121  -1.87167  1.24843  -0.29
O  10.07255  -1.39014  0.45224  0.04
O  9.36644  -2.96770  1.87674  0.04
H  5.30092  1.27264  2.95654  0.07
H  5.76151  -0.69961  4.10920  0.08
H  7.67481  -2.10057  3.55053  0.11
H  8.56153  0.39782  0.14864  0.12
H  6.51159  1.86777  0.91310  0.10
O  -3.06135  -0.49936  5.00154  -0.30
P  -3.97067  -1.61142  5.40396  0.73
N  -4.39227  -1.67545  7.16017  -0.27
C  -5.66805  -2.19939  7.60527  -0.17
C  -4.25753  -0.35993  7.83429  -0.14
N  -3.33597  -3.18015  4.90200  -0.28
C  -2.44538  -3.26770  3.74794  -0.12
C  -4.10029  -4.41165  5.11221  -0.13
N  -5.52709  -1.48833  4.57968  -0.28
C  -6.45168  -2.61106  4.33360  -0.13
C  -5.79988  -0.38237  3.68502  -0.12
H  -5.75360  -2.09654  8.68703  0.08
H  -5.77648  -3.25627  7.36169  0.06
H  -6.55164  -1.61674  7.34473  0.08
H  -3.45038  0.31796  7.55669  0.06
H  -4.26523  -0.51283  8.91349  0.08
H  -5.10225  0.31265  7.68534  0.08
H  -2.09040  -4.28201  3.56554  0.08
H  -2.94044  -3.02398  2.80793  0.07
H  -1.62882  -2.57546  3.95322  0.05
H  -4.41375  -4.32616  6.15266  0.06
H  -4.93489  -4.57445  4.43027  0.06
H  -3.56840  -5.35710  5.00568  0.08
H  -7.43904  -2.26473  4.02819  0.07
H  -6.09796  -3.12537  3.44003  0.06
H  -6.82547  -3.25543  5.12933  0.08
H  -6.78821  -0.33639  3.22765  0.09
H  -4.96630  -0.45561  2.98655  0.06
H  -5.63085  0.51711  4.27702  0.07
O  0.79114  -4.06133  -6.22360  -0.29
P  -0.49276  -4.69994  -5.94672  0.65
N  -0.99556  -4.44925  -4.26859  -0.26
C  -1.84992  -5.33744  -3.48063  -0.12
C  -0.71251  -3.16665  -3.56810  -0.10
N  -0.40136  -6.44500  -6.11813  -0.30
C  -1.58417  -7.24778  -6.32444  -0.15
C  0.81501  -7.23987  -6.38930  -0.10
N  -1.77126  -4.24561  -7.01647  -0.28
C  -3.16860  -4.50564  -6.82497  -0.16
C  -1.52011  -3.47285  -8.30282  -0.07
H  -2.01559  -6.36195  -3.81386  0.06
H  -2.87644  -4.99652  -3.61535  0.05
H  -1.55134  -5.45639  -2.43910  0.08
H  -0.68394  -3.11420  -2.47975  0.07
H  -1.47138  -2.39062  -3.66804  0.06
H  0.20164  -2.78558  -4.02334  0.06
H  -1.47416  -8.31967  -6.15999  0.08
H  -2.41414  -6.90019  -5.70927  0.05
H  -1.69053  -7.33973  -7.40533  0.08
H  0.97699  -7.77855  -5.45566  0.07
H  0.76750  -8.04673  -7.12060  0.08
H  1.62272  -6.56475  -6.67202  0.06
H  -3.42734  -4.99075  -5.88379  0.06
H  -3.76383  -3.60367  -6.68261  0.07
H  -3.62934  -4.99703  -7.68192  0.09
H  -0.83587  -2.64816  -8.10327  0.07
H  -2.42673  -2.95950  -8.62314  0.07
H  -1.23600  -4.06530  -9.17253  0.08
O  -0.43642  -0.95523  0.31546  -0.31
P  0.32265  0.34058  0.19284  0.63
N  -0.33045  1.49183  1.40849  -0.27
C  -0.06516  2.93476  1.46846  -0.12
C  -1.01801  1.02273  2.56969  -0.12
N  0.00290  1.19307  -1.24681  -0.27
C  0.73625  0.73953  -2.53286  -0.05
C  -1.32320  1.66583  -1.52868  -0.13
N  1.99446  0.24059  0.31604  -0.28
C  2.82215  1.44829  0.30823  -0.11
C  2.75980  -1.07155  0.31223  -0.04
H  0.24381  3.32247  0.49774  0.06
H  0.74823  3.19225  2.14685  0.06
H  -0.96383  3.47517  1.76589  0.05
H  -1.46020  1.84991  3.12496  0.07
H  -0.32386  0.48019  3.21149  0.06
H  -1.77485  0.31548  2.23045  0.06
H  1.65630  1.29021  -2.72874  0.05
H  1.08870  -0.28639  -2.42623  0.06
H  0.07431  0.90295  -3.38328  0.07
H  -1.48358  2.06960  -2.52834  0.08
H  -2.11092  0.98482  -1.20647  0.06
H  -1.55018  2.56935  -0.96279  0.06
H  2.32134  2.14980  -0.35900  0.05
H  2.95547  1.84325  1.31536  0.06
H  3.82193  1.35129  -0.11498  0.08
H  2.82579  -1.49653  1.31379  0.06
H  3.74228  -0.71044  0.00821  0.07
H  2.31613  -1.71775  -0.44518  0.07
O  -3.96427  6.18525  2.01782  -0.29
P  -4.99881  5.64489  2.96840  0.68
N  -6.62723  5.43863  2.25944  -0.29
C  -7.20367  6.35282  1.32640  -0.15
C  -7.67744  4.51167  2.91047  -0.08
N  -5.30448  6.50875  4.41121  -0.32
C  -4.29439  7.54905  4.60002  -0.13
C  -5.85206  6.01204  5.59898  -0.13
N  -4.60633  4.06719  3.56580  -0.28
C  -3.39065  4.01412  4.36610  -0.13
C  -4.45348  3.01197  2.54292  -0.12
H  -6.97297  7.30475  1.80465  0.08
H  -8.21663  6.07849  1.03186  0.08
H  -6.75277  6.39345  0.33487  0.07
H  -8.09099  5.02980  3.77570  0.06
H  -7.22818  3.60275  3.31065  0.06
H  -8.50523  4.26121  2.24706  0.07
H  -4.37759  8.14125  5.51132  0.09
H  -3.26973  7.23833  4.39601  0.07
H  -4.55616  8.31886  3.87408  0.08
H  -6.52676  5.18632  5.37304  0.07
H  -4.99564  5.57761  6.11465  0.07
H  -6.26891  6.76620  6.26651  0.09
H  -3.28873  3.19530  5.07831  0.09
H  -2.57600  3.95384  3.64442  0.06
H  -3.16400  4.97574  4.82655  0.06
H  -5.42660  2.97976  2.05292  0.06
H  -4.41004  1.99924  2.94364  0.07
H  -3.74652  3.28147  1.75828  0.08
O  7.49811  -7.74091  -5.40464  -0.28
P  6.26047  -6.99269  -5.61849  0.62
N  6.04612  -5.81709  -4.38348  -0.31
C  7.17597  -5.37770  -3.59243  -0.11
C  4.89861  -4.99377  -4.25373  -0.16
N  4.85045  -7.99865  -5.53981  -0.30
C  4.61832  -8.86924  -6.64444  -0.14
C  4.41679  -8.49257  -4.16015  -0.07
N  6.04592  -5.95873  -7.03675  -0.27
C  4.75690  -5.80327  -7.68469  -0.16
C  7.28631  -5.53145  -7.83243  -0.08
H  8.06325  -6.00903  -3.54494  0.08
H  6.72134  -5.25369  -2.60957  0.07
H  7.49891  -4.37421  -3.86961  0.08
H  4.64083  -4.41705  -3.36544  0.05
H  3.92750  -5.43478  -4.47854  0.08
H  4.92838  -4.25590  -5.05546  0.07
H  5.29713  -9.70496  -6.47449  0.08
H  3.64240  -9.35469  -6.65048  0.08
H  4.80175  -8.32620  -7.57156  0.06
H  4.95723  -9.34061  -3.73962  0.08
H  4.60733  -7.73813  -3.39685  0.06
H  3.32811  -8.54236  -4.13979  0.07
H  4.49827  -6.64616  -8.32559  0.06
H  3.99362  -6.02001  -6.93734  0.04
H  4.50941  -4.81023  -8.05980  0.09
H  8.14654  -6.14818  -7.57216  0.06
H  7.55723  -4.48989  -7.65963  0.06
H  7.17379  -5.45591  -8.91397  0.07

Cartesian forces, eV/Å:
C 1.1 -1.7 1.8
C -0.9 0.8 -2.4
C 0.4 -0.1 1.3
C 1.3 1.2 -1.4
C -0.2 -1.7 0.4
C 0.6 0.0 -0.9
N -5.5 1.0 -0.3
O 1.0 -0.2 -0.5
O 3.2 -0.4 0.4
H -0.1 0.6 -0.3
H 0.1 0.0 0.4
H -0.1 0.1 0.3
H -0.3 0.1 1.2
H -0.4 0.5 0.2
C 1.2 0.9 0.0
C -0.4 0.0 -1.3
C -0.9 -0.6 0.4
C 0.6 -0.2 0.7
C 1.3 0.7 -1.9
C -2.2 -0.8 1.6
N -2.5 0.4 -2.2
O 2.0 0.3 1.5
O 0.8 -0.2 0.8
H 0.1 -0.5 0.4
H 0.2 0.4 0.3
H -0.1 -0.1 0.1
H -0.3 -0.2 -0.4
H -0.1 0.0 -0.1
C -0.3 -0.4 1.4
C 0.5 -0.9 0.6
C 1.0 -0.4 0.9
C 0.3 1.2 0.0
C -0.1 0.3 1.0
C -1.2 1.0 -3.1
N -0.2 -2.5 -0.3
O 0.2 1.1 0.3
O -0.4 0.8 -0.9
H 0.2 0.1 -0.1
H 0.2 0.4 -0.3
H -0.5 0.2 -0.1
H -0.1 -0.7 0.2
H 0.3 -0.3 0.4
C -0.1 -2.3 2.0
C 1.9 3.0 1.0
C -1.0 -1.6 -2.1
C 0.4 1.1 1.0
C -0.8 -2.6 -3.3
C -0.3 1.7 1.6
N 1.6 3.3 0.0
O 0.2 -0.4 0.4
O -0.7 -1.4 0.7
H -0.1 0.4 0.1
H -0.4 -0.5 -0.3
H -0.5 -0.1 -0.3
H -0.6 -0.3 -0.7
H 0.3 0.0 -0.1
C -0.4 1.1 -0.8
C 0.0 -3.2 0.3
C 0.2 0.3 -0.8
C 0.8 1.9 0.6
C -0.5 -0.6 0.2
C 0.5 -0.3 -0.5
N 0.5 -2.1 -0.8
O 1.2 -0.5 0.8
O -2.4 2.9 0.5
H 0.0 0.3 -0.2
H 0.1 0.0 0.1
H -0.1 0.0 0.5
H 0.2 -0.2 -0.1
H -0.3 0.3 0.4
C 0.7 -1.4 -0.3
C -0.2 -0.4 0.6
C 1.0 0.8 -1.7
C -1.1 -1.8 0.1
C -0.6 0.8 2.3
C 1.0 1.6 -0.4
N -0.1 1.1 0.4
O -0.1 -0.4 1.6
O 0.4 -0.5 -1.7
H -0.5 0.4 -0.7
H -0.1 0.2 0.2
H 0.4 0.6 -0.2
H 0.0 0.0 0.0
H -0.7 -1.0 -0.1
C -1.0 2.3 1.2
C -2.2 -2.5 0.5
C 1.8 2.6 -0.9
C -1.0 0.8 2.2
C 0.7 0.7 -1.4
C 1.9 -1.9 -1.1
N -0.8 -1.9 -2.2
O 1.1 0.1 0.4
O -0.7 1.5 1.0
H 0.9 -0.5 -0.8
H -0.9 -0.2 0.6
H -0.1 -0.6 0.2
H -0.2 0.0 0.3
H 0.3 -0.4 0.1
C 1.1 0.2 1.7
C -0.2 -0.5 -3.1
C -0.4 -0.2 1.8
C -2.5 -0.1 -0.5
C -1.1 -1.4 -2.6
C -0.2 0.6 1.1
N 4.0 -0.7 3.1
O -0.7 1.3 -1.5
O -1.3 -0.1 -0.3
H -0.3 0.0 0.1
H 0.1 0.2 0.4
H 0.5 0.0 -0.1
H 0.2 0.0 0.1
H 0.4 0.6 -0.3
C -0.4 0.3 0.2
C -0.3 0.6 0.1
C -0.7 -1.9 -1.2
C 1.3 1.5 0.8
C -1.1 1.1 -0.8
C 1.1 -1.4 1.1
N 2.4 -0.5 -0.7
O -0.7 0.1 0.2
O -1.8 0.7 -0.2
H 0.4 -0.6 -0.3
H 0.8 0.4 0.0
H 0.0 -0.3 0.7
H -0.6 -0.2 0.3
H -0.4 0.2 -0.3
C -0.3 1.2 0.0
C -0.1 0.4 -0.4
C 0.0 0.6 2.4
C -1.3 -0.7 -0.4
C -1.1 1.1 1.0
C 1.6 -2.0 -2.0
N 0.3 -0.4 4.9
O 1.9 -0.5 0.4
O -2.7 1.1 -5.1
H 0.2 -0.3 0.4
H 0.7 -0.5 0.0
H 0.2 -0.2 -0.7
H 0.6 -0.2 -0.5
H -0.1 0.5 -0.1
C 0.1 -1.5 0.5
C -0.1 1.5 0.1
C -1.0 -1.7 0.2
C -0.4 0.4 0.5
C 0.7 0.9 -0.2
C -0.8 0.5 0.0
N -0.2 -1.0 -1.3
O 0.4 -1.0 0.7
O 0.9 1.2 -0.5
H 0.3 0.7 -0.5
H 0.1 0.0 0.0
H -0.1 0.2 0.4
H 0.0 0.1 0.1
H 0.1 -0.1 -0.2
C -0.7 0.4 1.5
C -0.5 0.5 0.3
C 1.1 -0.4 -0.9
C 0.5 -0.1 0.6
C -0.8 0.3 0.9
C 0.1 -0.6 -2.2
N -0.7 1.5 0.8
O 0.5 -1.2 -1.2
O -1.1 -0.7 -0.2
H 0.4 -0.4 -0.4
H -0.2 -0.2 0.1
H 0.7 0.5 0.4
H 0.1 -0.1 0.5
H 0.6 0.2 -0.1
C 0.7 1.7 -2.0
C -0.4 -1.3 0.0
C 0.4 0.6 -0.9
C -1.5 -0.3 2.7
C 0.8 -1.6 1.1
C -1.0 0.5 0.2
N 3.8 -1.0 0.1
O -2.6 -1.6 1.8
O -0.8 3.0 -2.1
H 0.0 0.1 -0.2
H 0.6 -0.4 0.6
H 0.4 -0.5 -0.7
H -0.6 0.5 -0.5
H 0.2 0.2 -0.1
O -0.7 -1.0 0.7
P -2.0 -1.2 -0.8
N 1.1 1.1 -1.7
C -0.4 -0.5 0.3
C -0.1 0.7 0.0
N -0.4 0.2 0.6
C -0.2 1.0 0.0
C -0.4 0.4 0.8
N -0.4 -1.3 2.1
C -0.3 0.4 -0.8
C 2.1 0.7 0.6
H 0.7 -0.4 0.3
H -0.2 0.2 -0.1
H -0.1 0.1 -1.0
H 0.6 -0.8 -0.2
H 0.4 -0.2 0.0
H -0.7 -0.2 -0.4
H 0.1 -0.1 0.7
H -0.1 0.5 -0.2
H 0.1 -0.1 -0.6
H -0.5 -0.6 -0.1
H -0.2 0.4 0.1
H 0.9 0.4 0.2
H 0.1 0.9 -0.2
H -0.1 -0.7 0.2
H 1.2 -0.2 0.4
H 0.2 -0.5 0.2
H -0.5 0.7 -1.0
H -0.2 0.4 -0.3
O 0.3 0.6 -0.3
P -1.8 -2.4 0.9
N 0.6 -0.5 -0.5
C -1.0 -0.3 -1.0
C -0.1 0.4 -1.4
N 0.1 0.9 0.1
C 0.1 -0.2 -0.7
C 0.1 1.0 1.3
N 1.3 0.8 -0.5
C -1.0 0.4 0.8
C -0.1 0.0 1.3
H 1.1 -0.1 -0.5
H -0.3 0.5 1.0
H 0.0 0.6 0.0
H 0.7 -1.4 0.2
H -0.5 0.1 -0.9
H 0.1 0.2 0.4
H 0.6 0.0 1.2
H -0.2 -0.1 -0.8
H -1.3 0.7 -0.4
H 0.9 0.0 0.1
H -0.8 0.4 -0.6
H 0.2 -0.2 0.3
H 0.4 -0.7 -0.2
H 0.2 0.7 -0.3
H 0.1 -0.5 0.1
H 0.4 -0.4 -0.1
H -0.4 -0.2 0.4
H 0.4 -0.3 0.3
O 1.3 1.1 0.1
P -1.8 1.4 1.2
N 1.2 0.1 -2.6
C 0.5 -0.6 -0.8
C 0.0 -1.3 0.0
N 2.0 -0.7 -1.4
C -0.1 0.3 1.7
C -1.1 1.2 1.1
N -0.1 -1.2 -0.3
C -0.8 0.3 0.0
C -0.8 2.1 -0.2
H -0.1 -0.1 -0.2
H 0.1 0.0 0.3
H -0.1 -0.1 0.0
H -0.1 -0.1 -0.1
H -0.2 0.0 0.5
H -0.3 -0.1 0.5
H 0.0 0.5 0.3
H -0.5 -0.2 -0.3
H 0.0 -0.4 0.1
H 0.3 -0.8 -0.3
H -0.1 -0.4 -0.5
H 0.2 0.2 0.5
H 0.0 0.5 0.4
H -0.1 0.3 -0.1
H 0.0 -0.7 -0.1
H -0.2 -0.3 -0.2
H 0.2 -0.7 -0.1
H 0.2 -0.3 0.3
O -1.5 0.0 1.3
P -2.5 -1.6 -0.3
N 1.2 -3.5 1.4
C 1.1 1.0 -0.4
C 1.6 1.2 0.3
N 1.8 1.4 -2.8
C -0.5 1.5 -0.9
C 0.4 -1.9 1.0
N -0.1 -0.2 -0.3
C 0.9 1.4 -0.5
C -2.5 0.6 -0.5
H -1.3 0.9 -0.6
H -0.3 0.5 0.9
H 0.8 -0.3 0.0
H -0.3 0.1 0.1
H 0.2 0.0 -0.3
H 0.4 0.1 -0.3
H -0.1 -0.8 0.5
H 0.1 -0.1 0.3
H 0.5 0.1 -0.4
H -0.3 0.2 0.3
H -0.2 -0.4 0.9
H -0.3 0.1 -0.4
H -0.5 0.0 -0.1
H 0.6 -0.4 0.0
H -0.4 0.0 0.6
H -0.1 0.0 -0.5
H 0.9 0.2 0.4
H 0.5 -0.3 0.2
O 0.9 0.2 -0.7
P -2.7 2.1 0.6
N 0.8 -2.7 -0.1
C -0.5 0.6 0.9
C -1.7 1.3 -1.9
N 0.1 2.1 2.3
C 0.6 -1.1 0.3
C 0.5 1.6 -0.8
N 1.9 -0.9 -0.6
C -0.8 -1.1 1.3
C -0.9 0.1 0.9
H -0.5 -0.3 -0.3
H 0.6 -0.1 0.5
H 0.2 0.2 -0.4
H 1.2 -0.5 0.5
H 0.1 -1.0 0.1
H 0.1 0.7 -0.2
H 0.3 -0.4 -0.9
H -0.4 0.6 0.1
H 0.1 -0.5 0.0
H -0.2 -0.6 -0.7
H 0.3 0.5 -0.4
H 0.0 -0.7 -0.3
H 0.4 0.5 -1.2
H -0.1 0.5 0.5
H 0.5 -0.1 -0.3
H -0.2 -0.1 -0.1
H -0.1 0.2 0.9
H -0.6 -1.0 -0.1